No. 1
ORCA calculation (wB97M-V/def2-TZVPD) on C34H53N2O2P2V as an isolated structure in a non-equilibrium geometry.

Results
Total energy, eV: -87451.9799
Charge: +1
Expectation value of S²: 3.78
2S+1: 4
Max |F|, eV/Å: 9.9

Element x y z (Å)
1 C -1.248 -1.462 -1.963
2 C 0.736 -2.530 -1.220
3 C -1.453 -2.424 -2.943
4 C 0.500 -3.559 -2.163
5 C -0.572 -3.505 -3.022
6 H -2.311 -2.329 -3.600
7 H 1.219 -4.371 -2.199
8 H -0.732 -4.289 -3.751
9 N -0.201 -1.505 -1.116
10 P -2.437 0.004 0.051
11 P 2.353 -0.896 0.359
12 C -2.233 -0.312 -1.765
13 H -1.852 0.612 -2.234
14 H -3.194 -0.524 -2.257
15 C 1.913 -2.424 -0.450
16 H 2.663 -3.217 -0.584
17 C 3.467 0.040 -0.905
18 C 3.365 -1.318 1.913
19 C -3.334 1.672 0.260
20 C -3.477 -1.475 0.613
21 C 3.496 1.528 -0.518
22 H 4.136 1.722 0.352
23 H 3.902 2.110 -1.355
24 H 2.501 1.921 -0.294
25 C 4.903 -0.493 -0.977
26 H 5.500 -0.300 -0.078
27 H 4.936 -1.564 -1.207
28 H 5.416 0.023 -1.802
29 C 2.836 -0.182 -2.279
30 H 3.229 0.552 -2.990
31 H 3.058 -1.184 -2.655
32 H 1.753 -0.081 -2.263
33 C 4.024 -0.034 2.437
34 H 3.295 0.777 2.564
35 H 4.468 -0.239 3.420
36 H 4.830 0.322 1.788
37 C 2.422 -1.851 2.977
38 H 1.773 -1.065 3.334
39 H 1.774 -2.661 2.633
40 H 2.992 -2.204 3.847
41 C 4.379 -2.420 1.636
42 H 5.115 -2.154 0.880
43 H 4.927 -2.623 2.564
44 H 3.885 -3.347 1.330
45 C -3.919 -1.243 2.068
46 H -4.392 -2.165 2.441
47 H -3.074 -1.029 2.735
48 H -4.672 -0.447 2.157
49 C -2.650 -2.770 0.530
50 H -2.455 -3.056 -0.509
51 H -1.705 -2.711 1.060
52 H -3.232 -3.577 0.998
53 C -4.706 -1.686 -0.278
54 H -5.254 -2.558 0.103
55 H -5.404 -0.846 -0.275
56 H -4.432 -1.905 -1.315
57 C -2.570 2.735 -0.530
58 H -2.560 2.542 -1.606
59 H -3.057 3.707 -0.374
60 H -1.539 2.823 -0.186
61 C -3.274 2.058 1.744
62 H -2.242 2.079 2.111
63 H -3.684 3.072 1.867
64 H -3.854 1.394 2.395
65 C -4.789 1.628 -0.220
66 H -4.881 1.284 -1.259
67 H -5.436 1.014 0.419
68 H -5.199 2.648 -0.183
69 V 0.003 -0.159 0.379
70 C -0.450 -1.300 2.066
71 O -0.829 -1.950 2.941
72 N 0.275 1.326 -1.005
73 C 0.396 2.062 -1.990
74 C 0.560 2.876 -3.083
75 C 0.332 4.269 -2.994
76 C 0.955 2.312 -4.318
77 C 0.501 5.073 -4.122
78 H 0.030 4.701 -2.038
79 C 1.116 3.130 -5.436
80 H 1.129 1.236 -4.382
81 C 0.891 4.507 -5.341
82 H 0.327 6.148 -4.049
83 H 1.422 2.686 -6.385
84 H 1.021 5.140 -6.219
85 C 0.499 -0.776 5.055
86 C 0.007 0.148 3.988
87 C -0.866 1.208 4.338
88 O 0.261 0.230 2.772
89 H 0.022 -0.452 5.981
90 H 1.568 -0.660 5.328
91 H 0.290 -1.871 5.067
92 H -0.459 2.089 3.849
93 H -1.864 0.995 3.954
94 H -0.879 1.298 5.385

No. 2
ORCA calculation (wB97M-V/def2-TZVPD) on a 2-piece molecular cluster, C3H9N overall in a non-equilibrium geometry.

Results
Total energy, eV: -4745.8984
Structure (SMILES): C=NC.C
ΔE to the lowest compared entry with this formula, charge and spin, kJ/mol: 116.82
Charge: 0
2S+1: 1
Max |F|, eV/Å: 1.3

Element x y z (Å)
1 C 0.516 -0.873 -1.525
2 N 0.219 0.232 -0.987
3 C -0.762 1.024 -1.725
4 H 1.149 -1.558 -0.977
5 H 0.156 -1.159 -2.510
6 H -0.431 2.049 -1.786
7 H -0.754 0.762 -2.792
8 H -1.720 0.901 -1.234
9 C 0.343 -0.277 2.732
10 H -0.623 -0.271 3.228
11 H 0.183 -0.574 1.693
12 H 0.729 0.738 2.675
13 H 0.993 -0.995 3.208

No. 3
ORCA calculation (wB97M-V/def2-TZVPD) on C26H23BrIrN6O4S2 as an isolated structure.

Results
Total energy, eV: -138997.8451
ΔE to the lowest compared entry with this formula, charge and spin, kJ/mol: 17.88
Charge: +2
Expectation value of S²: 8.85
2S+1: 6
Max |F|, eV/Å: 0.2

Element x y z (Å)
1 Ir -0.725 -0.136 -0.877
2 O 2.516 0.556 3.555
3 C 3.334 0.676 2.449
4 C 4.712 0.627 2.539
5 C 5.469 0.735 1.381
6 C 4.853 0.884 0.149
7 C 3.468 0.930 0.069
8 C 2.699 0.826 1.217
9 C 1.182 0.934 1.141
10 O 0.718 1.077 -0.118
11 N 0.624 -0.287 1.816
12 N -0.323 -0.984 1.286
13 C -0.730 -2.065 1.946
14 C -1.784 -2.896 1.552
15 Br -2.761 -2.442 0.009
16 C -2.053 -4.002 2.347
17 C -2.995 -5.061 2.312
18 C -3.986 -5.275 1.324
19 C -4.834 -6.352 1.420
20 C -4.728 -7.242 2.490
21 C -3.762 -7.056 3.474
22 C -2.907 -5.983 3.385
23 H 3.039 0.595 4.364
24 H 5.193 0.506 3.503
25 H 6.548 0.699 1.448
26 H 5.450 0.962 -0.749
27 H 2.965 1.066 -0.878
28 H 0.839 1.755 1.794
29 H 0.995 -0.501 2.746
30 H -0.205 -2.333 2.860
31 H -1.378 -4.062 3.196
32 H -4.086 -4.605 0.487
33 H -5.588 -6.512 0.662
34 H -5.403 -8.085 2.553
35 H -3.684 -7.749 4.300
36 H -2.152 -5.833 4.147
37 N 3.933 5.558 -1.677
38 C 2.884 4.870 -2.194
39 C 3.059 3.561 -2.682
40 C 1.994 2.858 -3.188
41 C 0.729 3.448 -3.219
42 C 0.537 4.747 -2.744
43 C 1.601 5.449 -2.233
44 S -0.603 2.568 -3.859
45 O -0.164 1.523 -4.726
46 O -1.666 3.460 -4.227
47 N -1.158 1.726 -2.492
48 C -2.316 1.933 -1.969
49 S -3.596 3.075 -2.347
50 C -4.503 2.424 -1.075
51 C -3.841 1.378 -0.433
52 N -2.641 1.106 -0.922
53 H 4.868 5.218 -1.813
54 H 3.841 6.541 -1.491
55 H 4.048 3.121 -2.674
56 H 2.132 1.863 -3.590
57 H -0.442 5.205 -2.805
58 H 1.461 6.462 -1.879
59 H -5.485 2.801 -0.833
60 H -4.244 0.812 0.394
61 N -0.307 -1.740 -3.573
62 C -0.464 -1.227 -2.554
63 H -0.176 -2.107 -4.496